Entry 1:
A single C3H4ClNOS molecule, computed with the ωB97M-V functional and the def2-TZVPD basis.

Output
HOMO-LUMO gap (alpha / beta): 5.89 / 8.48 eV
ΔE to the lowest compared entry with this formula, charge and spin: 65.6 kcal per mole

Each line ends with the Löwdin charge.
CARTESIAN COORDINATES (ANGSTROEM)
C (-0.869, 1.339, -0.251)  -0.57
C (0.992, -0.218, -1.272)  0.03
C (-1.773, 1.417, 0.920)  -1.05
N (0.047, 0.224, -0.359)  -0.01
O (-0.819, 2.179, -1.149)  0.00
S (-1.993, 0.114, 2.098)  0.72
Cl (-2.592, 2.862, 1.020)  0.73
H (1.120, -1.285, -1.443)  0.06
H (1.581, 0.517, -1.855)  0.07
H (-0.276, -0.613, 0.131)  0.09
H (-2.084, 0.967, 3.223)  -0.08

Entry 2:
12 unconnected molecules or ions with the total composition C48H96O36, computed with the ωB97M-V functional and the def2-TZVPD basis.

Output
HOMO-LUMO gap: 11.01 eV
ΔE to the lowest compared entry with this formula, charge and spin: 163.5 kcal per mole
SMILES: CCOC(=O)OC.CCOC(=O)OC.CCOC(=O)OC.CCOC(=O)OC.CCOC(=O)OC.CCOC(=O)OC.CCOC(=O)OC.CCOC(=O)OC.CCOC(=O)OC.CCOC(=O)OC.CCOC(=O)OC.CCOC(=O)OC

Each line ends with the Löwdin charge.
CARTESIAN COORDINATES (ANGSTROEM)
C (-2.532, 1.139, -0.075)  -0.07
C (-3.677, 1.998, 0.280)  -0.21
O (-4.923, 1.392, 0.522)  0.05
C (-5.279, 1.037, 1.763)  -0.55
O (-4.622, 1.103, 2.761)  0.15
O (-6.476, 0.405, 1.641)  -0.01
C (-7.099, -0.177, 2.727)  -0.07
H (-2.816, 0.321, -0.737)  0.08
H (-2.015, 0.658, 0.756)  0.06
H (-1.684, 1.730, -0.420)  0.08
H (-3.657, 2.619, -0.615)  0.13
H (-3.485, 2.615, 1.158)  0.11
H (-6.466, -0.955, 3.154)  0.07
H (-8.087, -0.584, 2.509)  0.10
H (-7.273, 0.549, 3.521)  0.10
C (-1.780, 7.410, -2.833)  -0.04
C (-0.916, 6.160, -3.105)  -0.20
O (-1.539, 4.893, -2.751)  0.01
C (-0.913, 3.755, -3.110)  -0.59
O (0.185, 3.668, -3.530)  0.15
O (-1.778, 2.706, -2.844)  -0.03
C (-1.290, 1.322, -3.079)  -0.02
H (-1.371, 8.094, -3.577)  0.08
H (-1.667, 7.691, -1.786)  0.07
H (-2.793, 7.124, -3.116)  0.08
H (0.083, 6.123, -2.671)  0.10
H (-0.854, 6.170, -4.193)  0.12
H (-1.089, 1.217, -4.145)  0.09
H (-2.019, 0.648, -2.629)  0.06
H (-0.355, 1.049, -2.589)  0.07
C (3.156, 1.574, 0.486)  -0.02
C (1.669, 1.605, 1.090)  -0.17
O (1.028, 0.361, 1.414)  -0.01
C (0.540, -0.441, 0.406)  -0.47
O (0.645, -0.073, -0.810)  0.05
O (0.314, -1.715, 0.834)  -0.02
C (-0.337, -2.674, -0.107)  0.02
H (3.744, 2.469, 0.688)  0.06
H (3.209, 1.419, -0.592)  0.06
H (3.676, 0.727, 0.935)  0.07
H (0.946, 2.117, 0.455)  0.10
H (1.666, 2.202, 2.003)  0.11
H (0.369, -2.804, -0.927)  0.08
H (-1.227, -2.166, -0.478)  0.08
H (-0.606, -3.609, 0.386)  0.08
C (0.479, -5.730, -1.953)  -0.04
C (-0.883, -5.832, -2.688)  -0.23
O (-0.869, -6.771, -3.700)  0.03
C (-0.441, -6.383, -4.941)  -0.51
O (0.004, -5.291, -5.229)  0.13
O (-0.343, -7.535, -5.637)  0.02
C (-0.039, -7.505, -7.005)  -0.08
H (0.904, -6.684, -1.641)  0.08
H (0.371, -5.122, -1.055)  0.04
H (1.240, -5.225, -2.548)  0.07
H (-1.213, -4.876, -3.094)  0.11
H (-1.563, -6.177, -1.909)  0.12
H (-0.909, -7.487, -7.662)  0.09
H (0.663, -8.242, -7.394)  0.10
H (0.324, -6.588, -7.468)  0.09
C (1.366, 10.988, 0.865)  -0.07
C (2.093, 9.712, 1.079)  -0.24
O (1.375, 8.673, 0.435)  0.02
C (1.871, 7.443, 0.308)  -0.47
O (3.058, 7.156, 0.591)  0.08
O (0.766, 6.594, -0.024)  -0.07
C (0.999, 5.210, -0.340)  -0.04
H (1.326, 11.062, -0.222)  0.08
H (1.835, 11.920, 1.178)  0.09
H (0.351, 10.952, 1.260)  0.08
H (2.156, 9.517, 2.149)  0.13
H (3.105, 9.831, 0.691)  0.13
H (1.380, 4.721, 0.556)  0.07
H (1.844, 5.158, -1.027)  0.09
H (0.089, 4.813, -0.790)  0.09
C (7.291, -0.754, 7.459)  -0.04
C (6.459, 0.199, 6.582)  -0.32
O (7.011, 0.413, 5.361)  -0.01
C (6.188, 1.080, 4.394)  -0.48
O (5.027, 1.451, 4.614)  0.10
O (6.938, 1.216, 3.314)  0.03
C (6.353, 1.995, 2.275)  -0.04
H (8.061, -0.012, 7.670)  0.08
H (7.646, -1.575, 6.836)  0.08
H (6.730, -1.200, 8.280)  0.08
H (6.255, 1.182, 7.006)  0.13
H (5.467, -0.214, 6.403)  0.12
H (5.498, 2.638, 2.486)  0.09
H (6.048, 1.459, 1.377)  0.07
H (7.154, 2.702, 2.062)  0.10
C (1.164, 6.026, 3.322)  -0.02
C (-0.369, 6.207, 3.027)  -0.18
O (-1.079, 5.107, 3.536)  0.03
C (-1.381, 4.033, 2.848)  -0.48
O (-1.248, 3.978, 1.588)  0.07
O (-1.651, 3.025, 3.741)  -0.02
C (-1.469, 1.656, 3.506)  -0.03
H (1.278, 5.842, 4.391)  0.08
H (1.725, 6.908, 3.013)  0.06
H (1.548, 5.184, 2.745)  0.06
H (-0.607, 6.419, 1.984)  0.11
H (-0.637, 7.080, 3.622)  0.12
H (-1.494, 1.096, 4.441)  0.11
H (-0.480, 1.642, 3.049)  0.08
H (-2.227, 1.356, 2.783)  0.06
C (-3.920, -3.796, -1.165)  -0.06
C (-4.282, -3.327, 0.214)  -0.19
O (-5.569, -3.893, 0.576)  0.02
C (-6.754, -3.403, 0.160)  -0.61
O (-6.906, -2.380, -0.419)  0.15
O (-7.682, -4.210, 0.605)  0.03
C (-9.016, -3.971, 0.282)  -0.05
H (-4.766, -3.709, -1.846)  0.09
H (-3.627, -4.846, -1.152)  0.08
H (-2.995, -3.238, -1.310)  0.07
H (-4.338, -2.240, 0.159)  0.10
H (-3.518, -3.530, 0.964)  0.12
H (-9.331, -2.970, 0.577)  0.09
H (-9.683, -4.685, 0.764)  0.10
H (-9.180, -3.935, -0.795)  0.10
C (-1.952, -6.718, 2.317)  -0.04
C (-3.463, -6.624, 2.838)  -0.22
O (-3.539, -5.412, 3.505)  0.00
C (-4.807, -4.955, 3.873)  -0.50
O (-5.898, -5.402, 3.535)  0.12
O (-4.685, -3.958, 4.759)  0.00
C (-5.816, -3.199, 5.053)  -0.05
H (-1.213, -6.752, 3.118)  0.07
H (-1.625, -5.842, 1.757)  0.05
H (-1.765, -7.622, 1.736)  0.07
H (-3.701, -7.482, 3.467)  0.12
H (-4.178, -6.688, 2.017)  0.12
H (-6.120, -2.653, 4.160)  0.07
H (-5.672, -2.445, 5.827)  0.11
H (-6.656, -3.870, 5.234)  0.10
C (0.083, -1.733, -4.488)  -0.07
C (-1.322, -2.111, -5.015)  -0.15
O (-2.329, -1.246, -4.433)  0.04
C (-3.441, -1.716, -3.963)  -0.60
O (-3.929, -2.862, -4.061)  0.07
O (-4.042, -0.721, -3.362)  0.00
C (-5.224, -0.927, -2.623)  -0.03
H (0.867, -2.275, -5.018)  0.08
H (0.212, -1.891, -3.417)  0.06
H (0.367, -0.729, -4.803)  0.07
H (-1.420, -3.164, -4.752)  0.10
H (-1.186, -1.865, -6.068)  0.13
H (-4.992, -1.310, -1.629)  0.05
H (-5.848, -1.639, -3.161)  0.10
H (-5.759, -0.029, -2.312)  0.11
C (3.159, -3.629, 2.264)  -0.06
C (4.442, -2.868, 1.728)  -0.16
O (4.435, -2.135, 0.469)  0.00
C (3.968, -2.735, -0.650)  -0.48
O (3.689, -3.930, -0.736)  0.11
O (3.828, -1.675, -1.571)  -0.04
C (3.334, -1.997, -2.845)  -0.07
H (3.458, -3.950, 3.262)  0.07
H (2.852, -4.498, 1.682)  0.06
H (2.294, -2.973, 2.366)  0.06
H (5.170, -3.675, 1.806)  0.12
H (4.577, -2.085, 2.474)  0.11
H (3.073, -1.015, -3.241)  0.10
H (2.373, -2.512, -2.825)  0.07
H (4.088, -2.407, -3.516)  0.10
C (7.847, -1.360, -2.783)  -0.05
C (7.232, -0.236, -1.992)  -0.21
O (6.512, 0.720, -2.870)  0.03
C (5.887, 1.788, -2.315)  -0.54
O (5.909, 2.042, -1.137)  0.12
O (5.135, 2.396, -3.267)  0.00
C (4.196, 3.379, -3.044)  -0.08
H (6.962, -1.799, -3.245)  0.07
H (8.252, -2.021, -2.017)  0.09
H (8.558, -0.988, -3.521)  0.09
H (7.965, 0.147, -1.282)  0.12
H (6.573, -0.511, -1.168)  0.11
H (3.938, 3.945, -3.940)  0.10
H (4.552, 4.186, -2.404)  0.10
H (3.227, 3.062, -2.657)  0.09

| no. | calculated total energy (Ha) |
| --- | --- |
| 1 | -1104.979492 |
| 2 | -4595.056881 |